1.
{"formula": "C20H58N2O8", "method": "ωB97M-V with the def2-TZVPD basis set", "elements": ["C", "H", "H", "H", "C", "H", "H", "H", "H", "C", "C", "O", "H", "H", "C", "H", "O", "H", "H", "C", "C", "H", "H", "H", "H", "H", "N", "C", "H", "H", "H", "N", "O", "H", "H", "C", "C", "C", "H", "H", "H", "H", "H", "C", "C", "H", "H", "O", "H", "H", "C", "H", "H", "H", "C", "H", "C", "C", "H", "O", "H", "C", "O", "O", "H", "H", "H", "H", "H", "H", "H", "H", "C", "H", "H", "H", "O", "H", "H", "H", "H", "C", "H", "H", "H", "H", "H", "H"], "coordinates": [[6.243, 9.988, 13.626], [8.121, 3.358, 14.218], [9.105, 1.247, 15.195], [6.589, -0.562, 13.546], [11.409, 7.483, 10.802], [10.780, 4.544, 12.916], [5.290, 10.424, 13.313], [13.057, 4.702, 12.132], [9.880, 7.475, 14.379], [10.090, 7.922, 11.390], [6.028, 6.423, 12.100], [12.635, 2.680, 12.281], [7.202, 11.844, 13.226], [4.913, 2.615, 16.696], [11.572, 4.311, 13.626], [4.285, 3.492, 14.511], [8.314, 8.282, 16.319], [5.154, 4.940, 14.117], [7.126, 0.442, 12.159], [7.211, 11.079, 14.015], [5.338, 4.452, 16.188], [6.804, 11.078, 16.119], [11.272, 6.769, 9.992], [9.102, 9.531, 10.949], [5.711, 12.134, 15.177], [5.190, 5.413, 16.682], [8.567, 10.540, 14.143], [8.369, 7.377, 19.636], [6.868, 5.735, 11.985], [11.691, 5.122, 14.343], [6.624, 9.356, 12.827], [8.620, 0.683, 14.506], [5.329, 0.986, 13.018], [12.010, 7.006, 11.584], [3.510, 0.604, 12.228], [7.153, 13.763, 16.472], [9.661, 8.157, 19.601], [4.531, 4.486, 14.898], [10.422, 7.652, 20.199], [6.821, 3.250, 13.031], [9.511, 9.102, 20.129], [11.981, 8.342, 10.450], [8.053, 7.251, 20.678], [7.689, 2.725, 13.432], [12.846, 3.942, 12.901], [6.520, 7.718, 19.040], [9.578, 6.678, 16.687], [7.640, 12.853, 15.525], [4.840, 0.262, 11.135], [6.808, 1.520, 14.976], [8.708, 6.954, 16.068], [13.476, 2.321, 11.987], [13.719, 3.943, 13.560], [9.278, 0.598, 13.736], [9.039, 6.817, 14.610], [6.851, 13.264, 17.406], [6.007, 7.385, 10.933], [7.397, 1.363, 14.069], [9.128, 11.173, 14.701], [4.819, 3.483, 17.099], [10.000, 8.366, 18.590], [4.516, 0.191, 12.184], [5.827, 6.645, 9.739], [7.380, 8.129, 18.914], [11.254, 3.444, 14.217], [8.434, 6.363, 19.229], [9.310, 5.787, 14.380], [6.280, 14.310, 16.096], [5.234, 8.158, 11.047], [8.442, 2.678, 12.640], [8.506, 9.659, 14.648], [3.597, 5.038, 14.973], [6.749, 11.787, 15.276], [7.906, 6.270, 16.387], [7.961, 8.360, 17.218], [5.101, 5.850, 12.140], [9.364, 8.739, 10.471], [5.883, 7.256, 8.999], [6.959, 7.936, 10.919], [6.164, 6.970, 13.034], [4.536, -0.860, 12.485], [6.640, 0.458, 13.148], [9.483, 7.031, 11.596], [6.003, 9.360, 14.493], [7.957, 14.453, 16.719], [8.223, 7.107, 13.945], [6.399, 4.290, 15.986], [10.247, 8.433, 12.342]], "e_lumo_ha": 0.01666, "max_force_ha_per_bohr": 0.0208, "energy_ev": -41038.5488, "total_charge": 0, "e_above_lowest_kj_mol": 0.00, "smiles": "COC[C@H](C)N.COC[C@H](C)N.CCO.CCO.CCO.CCO.CCO.CCO"}

2.
{"formula": "C44H45N10ORbS3Se", "method": "ωB97M-V with the def2-TZVPD basis set", "elements": ["C", "H", "C", "H", "H", "N", "C", "H", "C", "H", "C", "C", "S", "C", "H", "C", "N", "O", "H", "H", "C", "H", "N", "H", "H", "N", "H", "N", "C", "C", "H", "H", "C", "C", "C", "H", "C", "H", "H", "C", "C", "C", "H", "H", "H", "N", "H", "H", "H", "H", "C", "C", "N", "H", "H", "C", "C", "H", "C", "N", "H", "C", "H", "H", "C", "C", "N", "N", "C", "C", "C", "C", "C", "Rb", "S", "C", "H", "H", "H", "H", "H", "C", "C", "H", "S", "C", "H", "C", "C", "H", "H", "C", "C", "Se", "C", "H", "C", "C", "H", "H", "C", "H", "H", "C", "H"], "coordinates": [[0.549, -1.853, 3.947], [-0.462, 0.720, -5.499], [-1.308, -1.827, -3.326], [1.782, -2.381, 1.528], [1.222, 0.397, -2.190], [-2.328, -1.011, -0.378], [-2.944, -3.531, -4.806], [3.627, 2.075, 0.578], [-2.432, 4.437, -3.426], [-7.698, -4.148, 0.192], [-5.420, 2.843, -4.568], [-5.026, 2.217, -3.394], [-1.256, 1.949, -3.032], [2.432, -2.326, 0.655], [-7.269, -1.778, -5.605], [-5.582, -4.118, -0.169], [-0.726, 1.052, -2.030], [-0.694, 1.279, 3.357], [4.578, 0.811, -0.182], [0.772, -2.724, -0.428], [-6.887, 4.236, -3.276], [-5.197, 2.076, -1.269], [2.086, 0.197, -1.706], [-0.694, -1.169, -2.721], [3.517, 1.738, -2.054], [-1.246, 3.007, 1.753], [2.865, -0.884, -3.372], [2.878, 0.132, 0.856], [3.552, 1.128, 0.040], [0.154, 1.603, -5.366], [-3.575, -4.206, -5.370], [2.335, 4.742, -4.792], [-3.027, 5.864, -1.584], [2.821, -0.903, -2.272], [0.685, 3.580, -4.079], [0.228, -2.336, -4.729], [-5.749, -0.571, -4.705], [2.655, 0.464, 1.782], [-6.119, -0.505, -1.433], [-4.720, -2.086, -1.100], [1.191, 1.896, -6.238], [-4.489, -0.017, -4.878], [-1.607, 3.007, -0.450], [-3.762, -1.108, -7.978], [4.230, -1.269, 0.113], [0.192, -2.788, 3.373], [-8.052, -1.840, -0.612], [1.381, -2.501, -2.516], [2.928, -3.044, -1.859], [-2.785, 0.259, -6.131], [-5.537, 2.586, -2.161], [-6.474, 3.608, -2.109], [-3.985, 0.212, -2.155], [0.490, 4.219, -3.226], [-7.619, 5.032, -3.228], [-6.362, 3.854, -4.504], [-3.765, -0.193, -6.042], [-6.290, -0.412, -3.779], [2.796, 1.381, -1.300], [1.574, -2.113, -0.502], [1.397, 1.240, -7.074], [-1.956, 3.510, -2.505], [-4.486, -3.029, -3.400], [-3.498, -3.771, -0.596], [-2.635, -2.017, -2.973], [-6.290, -1.334, -5.726], [0.858, 0.883, 3.340], [-2.457, 1.364, -4.076], [1.720, 3.866, -4.957], [-2.968, 5.623, -2.956], [-2.548, 4.927, -0.681], [-0.809, -2.477, -4.445], [-5.987, -1.524, -1.095], [-0.178, 0.147, 0.458], [-3.227, -1.151, -1.495], [1.971, 3.028, -6.035], [-5.991, -2.132, -7.695], [-3.342, 6.361, -3.654], [2.052, 2.167, -1.146], [2.783, 3.254, -6.715], [-5.424, -5.122, 0.202], [-7.060, -2.273, -0.628], [-5.571, -1.527, -6.901], [3.952, -1.416, 1.837], [-3.814, 0.905, -3.507], [-1.624, -3.325, -5.184], [-2.579, 5.111, 0.385], [-4.318, -0.954, -7.062], [-3.460, -2.869, -3.700], [-6.881, 3.911, -1.153], [-1.227, -3.836, -6.054], [2.178, -2.241, -1.816], [-4.507, -3.373, -0.622], [1.089, -0.199, 4.699], [-0.096, 2.455, -4.301], [-3.451, 6.793, -1.223], [-0.961, 2.183, 2.523], [-2.006, 3.735, -1.143], [-2.369, 4.230, -4.488], [3.854, -0.851, -1.921], [3.456, -1.205, 0.882], [-4.997, 2.534, -5.518], [-6.686, 4.347, -5.412], [-6.860, -3.568, -0.174], [2.988, -3.277, 0.590]], "e_lumo_ha": -0.00567, "max_force_ha_per_bohr": 0.0232, "energy_ev": -161802.7059, "total_charge": 0, "e_above_lowest_kj_mol": 60.05}

3.
{"formula": "C25H34N12OS2Sr", "method": "ωB97M-V with the def2-TZVPD basis set", "elements": ["Sr", "H", "H", "N", "H", "C", "H", "H", "C", "S", "C", "H", "H", "C", "N", "C", "H", "N", "C", "C", "H", "H", "N", "C", "O", "C", "H", "N", "C", "N", "C", "C", "C", "N", "H", "C", "N", "H", "H", "C", "H", "C", "H", "H", "H", "H", "H", "C", "C", "C", "H", "N", "H", "N", "H", "H", "H", "C", "H", "S", "C", "C", "H", "N", "H", "C", "H", "C", "C", "N", "H", "H", "H", "H", "H"], "coordinates": [[0.174, 1.572, -0.259], [-0.379, -3.926, -3.878], [5.612, 2.998, -0.162], [0.340, 4.106, -3.251], [-0.449, -7.313, -0.052], [2.203, 3.739, 1.355], [-4.409, -6.611, 0.767], [5.405, 4.758, 1.600], [-0.818, 3.481, -2.959], [-1.258, -4.224, 3.670], [3.520, 2.552, -0.110], [0.106, -3.652, -0.185], [-1.665, 5.692, -4.514], [-3.372, -6.411, 1.012], [-2.513, 3.149, 1.387], [3.289, 4.460, 1.813], [-2.728, 3.278, -3.440], [0.794, 4.825, 2.951], [3.074, -2.173, -0.660], [-1.109, -1.676, -3.120], [3.041, -1.426, 0.138], [-0.774, -4.491, -2.247], [-0.216, 3.361, 1.386], [-1.181, -6.793, 0.557], [-0.894, 2.676, -1.991], [0.836, 3.998, 1.942], [0.771, -2.153, 3.740], [-0.523, 5.803, 4.543], [4.659, 3.233, 0.288], [-1.884, 3.749, -3.716], [1.190, -3.655, -0.153], [-1.402, 3.698, 1.950], [0.213, -0.776, 2.196], [-0.102, -2.468, -2.425], [1.065, -0.126, 2.377], [0.051, -1.913, 2.969], [-2.458, -6.998, 0.241], [-3.846, -5.151, 2.685], [3.575, 1.773, -0.863], [-1.031, -2.746, 2.712], [1.177, 3.853, -2.758], [-3.060, -5.581, 2.079], [3.623, -3.043, -0.305], [0.293, -5.852, 1.808], [-2.358, -0.923, 0.202], [-2.888, 4.673, -5.274], [-1.279, -0.737, -2.600], [-1.722, -5.329, 2.360], [-1.677, -1.219, 0.993], [-0.761, -5.976, 1.597], [-0.801, -1.445, -4.142], [-1.569, 4.476, 3.000], [3.586, -1.750, -1.519], [2.309, 2.796, 0.401], [-3.392, 3.478, 1.758], [-2.794, -2.967, 1.483], [3.146, 5.203, 2.583], [-1.922, -2.371, 1.710], [1.503, -3.428, 0.867], [1.392, -0.259, -2.228], [0.965, -1.878, -1.851], [4.538, 4.205, 1.264], [0.921, -4.277, -2.738], [-0.621, -0.425, 1.212], [1.558, -4.644, -0.426], [-1.894, 4.677, -4.838], [-2.031, -2.255, -3.145], [-0.085, -3.880, -2.830], [-0.444, 5.011, 3.482], [1.734, -2.613, -1.028], [0.442, 4.676, -4.073], [0.313, 6.226, 4.908], [-2.511, 3.003, 0.390], [-1.410, 5.989, 4.977], [-1.193, 4.362, -5.613]], "e_lumo_ha": -0.18905, "max_force_ha_per_bohr": 0.0209, "energy_ev": -68905.8089, "total_charge": 2}

Question: Which formula does entry 2 have?
Answer: C44H45N10ORbS3Se